(1)
DFT (the ωB97M-V functional and the def2-TZVPD basis) results for a structure of composition C5H11EuNP.

## Properties
Total charge: 0
E_tot (hartree): -1303.27264
Gap between HOMO and LUMO (alpha / beta) (eV): 4.9996 / 5.2112
Energy relative to the best compared isomer or geometry (same formula, charge and spin) (eV): 1.913
Multiplicity: 7
HOMO level (alpha / beta) (Eh): -0.1995 / -0.2187

```
19
C5H11EuNP, DFT the ωB97M-V functional and the def2-TZVPD basis
C 0.2807 -1.5843 -1.3616
C 0.9929 -2.7854 -1.1548
C 0.7023 -3.2844 0.1477
C -0.2338 -2.4170 0.7821
C -0.5386 -1.3496 -0.0862
Eu -0.1049 2.0882 -1.3829
P -1.8525 2.3956 0.9353
H 0.2412 -0.9594 -2.2622
H 1.6629 -3.2504 -1.8775
H 1.1181 -4.1913 0.5832
H -1.2648 -0.5430 0.0622
H -0.6500 -2.5550 1.7801
H -1.5386 1.9142 2.2548
H -3.1999 1.8954 0.9171
H -2.2115 3.7250 1.3479
N 1.5803 1.1989 0.2464
H 2.4792 1.6822 0.2552
H 1.1657 1.2724 1.1792
H 1.7518 0.2065 0.0664
```

(2)
DFT (the ωB97M-V functional and the def2-TZVPD basis) results for a cluster of 2 separate species, C5H11F2NS in total.

## Properties
Structure (SMILES): NC(CF)CF.C1CS1
Total charge: 0
E_tot (hartree): -849.74787
Gap between HOMO and LUMO (eV): 9.8644
HOMO level (Eh): -0.3266

```
20
C5H11F2NS, DFT the ωB97M-V functional and the def2-TZVPD basis
N -2.7355 -0.3001 1.6015
C -2.5274 -0.4443 0.1671
C -2.5250 0.9330 -0.4632
F -3.7669 1.5235 -0.2501
C -1.1871 -1.1233 -0.0578
F -0.9753 -1.2937 -1.4196
H -3.0016 -1.1886 2.0134
H -3.5136 0.3364 1.7513
H -3.3053 -1.0382 -0.3402
H -2.3440 0.8683 -1.5394
H -1.7638 1.5645 0.0104
H -1.1651 -2.1076 0.4236
H -0.3782 -0.5128 0.3565
C 4.5884 -0.1988 -0.1704
C 3.8500 1.0208 -0.5758
S 3.0929 0.1157 0.7913
H 5.5265 -0.0748 0.3645
H 4.5498 -1.0625 -0.8285
H 4.2771 1.9854 -0.3200
H 3.3039 0.9971 -1.5147
```

(3)
DFT (the ωB97M-V functional and the def2-TZVPD basis) results for the molecule C5H11FN2.

## Properties
Structure (SMILES): NC1(CCF)CNC1
Total charge: 0
E_tot (hartree): -406.44430
Gap between HOMO and LUMO (eV): 9.8980
Energy relative to the best compared isomer or geometry (same formula, charge and spin) (eV): 1.061
HOMO level (Eh): -0.3295

```
19
C5H11FN2, DFT the ωB97M-V functional and the def2-TZVPD basis
N -1.5895 -0.6003 0.1088
C -0.2052 -0.2500 0.2999
C 0.4917 -0.0710 -1.0402
C -0.2556 0.7443 -2.0462
F -1.2345 -0.0735 -2.6661
C 0.0253 0.9387 1.2730
N 1.0722 0.2185 1.9988
C 0.6755 -1.0340 1.3161
H -1.7292 -1.2384 -0.6791
H -1.9821 -0.9265 0.9504
H 1.4950 0.3368 -0.8346
H 0.6904 -1.0322 -1.4235
H -0.8308 1.6214 -1.6116
H 0.3526 1.1430 -2.8508
H 0.2825 1.8792 0.7839
H -0.8576 1.1710 1.8712
H 1.9713 0.4603 1.6990
H 1.5181 -1.5905 0.8738
H 0.1098 -1.6968 1.9773
```

(4)
DFT (the ωB97M-V functional and the def2-TZVPD basis) results for a cluster of 2 separate species, C5H11FO in total.

## Properties
Total charge: 0
E_tot (hartree): -371.99258
Gap between HOMO and LUMO (alpha / beta) (eV): 7.9123 / 9.3622
Energy relative to the best compared isomer or geometry (same formula, charge and spin) (eV): 5.222
HOMO level (alpha / beta) (Eh): -0.2742 / -0.3082

```
18
C5H11FO, DFT the ωB97M-V functional and the def2-TZVPD basis
C -1.1982 -0.5710 1.0936
C -2.4619 0.8063 -0.8558
C 2.6551 -1.0207 0.0450
C -1.5688 0.7229 0.4103
C 1.1858 0.6831 -0.6991
O 1.4545 -0.6593 -0.6306
F 1.8261 1.2824 0.4131
H -0.2889 -0.9813 0.6690
H -0.9547 -0.3889 2.2226
H -1.8493 -1.4160 1.0645
H -2.0622 1.3845 -1.7330
H -3.4751 0.9369 -0.9400
H -2.1977 -0.2795 -1.0655
H 3.4307 -0.4453 -0.5248
H 2.6507 -2.2344 -0.0355
H 2.6720 -0.5482 1.1343
H -1.1983 1.5379 0.9890
H 1.3800 1.1908 -1.5568
```

(5)
DFT (the ωB97M-V functional and the def2-TZVPD basis) results for a cluster of 2 separate species, C5H11IN in total.

## Properties
Total charge: +1
E_tot (hartree): -549.10325
Gap between HOMO and LUMO (alpha / beta) (eV): 7.6885 / 8.2634
Energy relative to the best compared isomer or geometry (same formula, charge and spin) (eV): 1.694
Multiplicity: 3
HOMO level (alpha / beta) (Eh): -0.4289 / -0.5152

```
18
C5H11IN, DFT the ωB97M-V functional and the def2-TZVPD basis
C -0.8384 1.5280 0.7153
C -0.1415 0.2705 1.2695
C -0.4090 1.6680 -0.7723
C 0.7464 -0.1576 0.2204
C 0.4122 -2.7121 -0.0930
N 0.1660 0.2744 -1.0605
I 2.9340 0.0895 0.0751
H -1.8297 1.1822 0.7289
H -0.6622 2.5689 1.1762
H 0.2054 0.4005 2.3209
H -0.8450 -0.5474 1.3430
H -1.2750 1.9282 -1.3577
H 0.3414 2.4608 -0.9869
H -0.4944 -2.9195 0.5728
H 1.4560 -3.1563 0.1804
H 0.1464 -2.9026 -1.1515
H -0.7292 -0.3153 -1.2363
H 0.8169 0.3397 -1.9441
```

(6)
DFT (the ωB97M-V functional and the def2-TZVPD basis) results for a cluster of 2 separate species, C5H11INO in total.

## Properties
Total charge: +1
E_tot (hartree): -624.33521
Gap between HOMO and LUMO (eV): 8.8533
Energy relative to the best compared isomer or geometry (same formula, charge and spin) (eV): 5.553
HOMO level (Eh): -0.4538

```
19
C5H11INO, DFT the ωB97M-V functional and the def2-TZVPD basis
C -0.1540 0.8932 1.3716
C -0.6647 -0.4206 0.8650
C -1.7913 -2.3023 -0.0748
C -0.7602 0.9622 -1.1875
C -0.6960 -1.7338 0.7922
N -1.1576 0.7216 0.1714
O 2.3695 0.6551 0.2460
I 4.1663 0.3204 0.4572
H -0.7211 1.2581 2.2240
H 0.7987 1.3278 1.1383
H -2.6592 -1.7374 0.1658
H -1.9558 -3.3277 0.1860
H -1.3990 -2.1442 -1.1249
H 0.2516 0.5801 -1.3342
H -1.4992 0.4940 -1.9368
H -0.7964 1.9897 -1.5050
H 4.2817 1.4394 1.5930
H -0.2681 -2.1465 1.7123
H -2.2211 0.9131 0.3270
```

(7)
DFT (the ωB97M-V functional and the def2-TZVPD basis) results for the molecule C5H11N.

## Properties
Structure (SMILES): C/C=C(/C)NC
Total charge: 0
E_tot (hartree): -251.83224
Gap between HOMO and LUMO (eV): 8.7130
Energy relative to the best compared isomer or geometry (same formula, charge and spin) (eV): 0.824
HOMO level (Eh): -0.2798

```
17
C5H11N, DFT the ωB97M-V functional and the def2-TZVPD basis
C -0.9194 -1.8619 0.0812
C 0.0353 -0.9172 0.7530
C 0.6643 0.1450 0.2116
C 1.8617 0.7762 0.8659
N 0.1863 0.8287 -0.8988
C -1.2332 1.0363 -1.0811
H -0.9993 -1.6593 -0.9840
H -1.9200 -1.7757 0.5116
H -0.5903 -2.8904 0.2331
H 0.4438 -1.2965 1.6805
H 1.6408 1.7972 1.1877
H 2.6854 0.8113 0.1685
H 2.1794 0.1953 1.7398
H 0.7473 1.6311 -1.1454
H -1.4894 2.1033 -1.0548
H -1.5696 0.6031 -2.0304
H -1.7231 0.4735 -0.2382
```

(8)
DFT (the ωB97M-V functional and the def2-TZVPD basis) results for the molecule C5H11N.

## Properties
Structure (SMILES): CCN1C[C@H]1C
Total charge: 0
E_tot (hartree): -251.81924
Gap between HOMO and LUMO (eV): 10.3736
Energy relative to the best compared isomer or geometry (same formula, charge and spin) (eV): 1.178
HOMO level (Eh): -0.3342

```
17
C5H11N, DFT the ωB97M-V functional and the def2-TZVPD basis
C 2.2075 0.1092 0.5271
C 0.9889 1.0101 0.5146
N 0.0033 0.5026 -0.4150
C -1.3452 0.9757 -0.2096
C -0.9907 -0.4515 0.0238
C -1.4040 -1.5639 -0.9036
H 2.9959 0.5041 1.1771
H 1.9223 -0.8892 0.8774
H 2.5922 0.0124 -0.4927
H 0.5762 1.1346 1.5341
H 1.2493 2.0133 0.1529
H -1.5656 1.5563 0.6902
H -1.7475 1.3580 -1.1378
H -0.9322 -0.7316 1.0803
H -2.3262 -2.0320 -0.5423
H -0.6316 -2.3365 -0.9705
H -1.5926 -1.1713 -1.9058
```

(9)
DFT (the ωB97M-V functional and the def2-TZVPD basis) results for the molecule C5H11N.

## Properties
Structure (SMILES): CN1CCCC1
Total charge: 0
E_tot (hartree): -251.82613
Gap between HOMO and LUMO (eV): 10.0189
Energy relative to the best compared isomer or geometry (same formula, charge and spin) (eV): 0.990
HOMO level (Eh): -0.3236

```
17
C5H11N, DFT the ωB97M-V functional and the def2-TZVPD basis
C 1.9806 -0.6651 -0.1179
N 0.6053 -0.2324 -0.5093
C -0.3892 -1.0513 0.1463
C -1.6835 -0.2522 -0.0312
C -1.1795 1.2669 -0.1134
C 0.3264 1.1091 0.0284
H 1.8717 -1.7264 0.0766
H 2.6893 -0.4110 -0.9229
H 2.3593 -0.2965 0.8363
H -0.2285 -1.1937 1.2247
H -0.5765 -2.0455 -0.2560
H -2.0471 -0.5292 -1.0192
H -2.5200 -0.4416 0.6541
H -1.4261 1.4805 -1.1518
H -1.4421 1.9817 0.6625
H 0.7764 1.1376 1.0291
H 0.8834 1.8690 -0.5362
```

(10)
DFT (the ωB97M-V functional and the def2-TZVPD basis) results for a cluster of 3 separate species, C5H11N in total.

## Properties
Structure (SMILES): C[C@@H]1C=N1.[H][H].C=C
Total charge: 0
E_tot (hartree): -251.71742
Gap between HOMO and LUMO (eV): 11.1352
Energy relative to the best compared isomer or geometry (same formula, charge and spin) (eV): 3.949
HOMO level (Eh): -0.3648

```
17
C5H11N, DFT the ωB97M-V functional and the def2-TZVPD basis
C 2.4695 0.6711 -0.2114
C 1.2362 -0.1023 0.1869
C 1.2016 -1.5447 0.2856
N 0.6903 -1.1376 -0.7853
H 3.0776 0.9276 0.6640
H 2.1941 1.6038 -0.7162
H 3.0852 0.0802 -0.8968
H 0.4725 0.4693 0.7188
H 1.4024 -2.4852 0.7866
H -1.3917 -0.6743 1.7171
H -1.0691 -0.9879 2.3113
C -2.1273 1.1447 -0.4488
C -2.3331 -0.0857 -0.9080
H -1.2193 1.6934 -0.6894
H -2.8543 1.6563 0.1773
H -3.2420 -0.6349 -0.6724
H -1.5926 -0.5938 -1.5193
```

(11)
DFT (the ωB97M-V functional and the def2-TZVPD basis) results for the molecule C5H11N.

## Properties
Structure (SMILES): CC(C)N1CC1
Total charge: 0
E_tot (hartree): -251.81425
Gap between HOMO and LUMO (eV): 10.1586
Energy relative to the best compared isomer or geometry (same formula, charge and spin) (eV): 1.314
HOMO level (Eh): -0.3284

```
17
C5H11N, DFT the ωB97M-V functional and the def2-TZVPD basis
C -1.3250 -0.5319 0.8234
C -0.4864 0.3870 -0.0602
C -1.2331 0.7239 -1.3488
N 0.8050 -0.2075 -0.4503
C 2.0157 0.3437 0.1228
C 1.5640 -1.0209 0.4786
H -1.4453 -1.5140 0.3518
H -0.8771 -0.6768 1.8116
H -2.3193 -0.0975 0.9726
H -0.3039 1.3227 0.4932
H -1.4690 -0.1997 -1.8895
H -0.6091 1.3428 -2.0002
H -2.1672 1.2595 -1.1428
H 1.9029 1.1092 0.8932
H 2.8520 0.4978 -0.5553
H 2.0452 -1.8906 0.0356
H 1.1849 -1.1761 1.4873
```

(12)
DFT (the ωB97M-V functional and the def2-TZVPD basis) results for a cluster of 2 separate species, C5H11N in total.

## Properties
Structure (SMILES): CCN1C=C1.C
Total charge: 0
E_tot (hartree): -251.65366
Gap between HOMO and LUMO (eV): 7.7706
Energy relative to the best compared isomer or geometry (same formula, charge and spin) (eV): 5.684
HOMO level (Eh): -0.2552

```
17
C5H11N, DFT the ωB97M-V functional and the def2-TZVPD basis
C -1.8201 1.1039 -0.2832
C -1.5570 -0.3793 -0.2536
N -0.4869 -0.7009 0.6096
C 0.6019 -1.7529 0.9502
C 0.4755 -0.3031 1.3009
H -2.6626 1.3547 -0.9315
H -2.0283 1.4523 0.7286
H -0.9421 1.6278 -0.6636
H -2.4083 -0.9401 0.1353
H -1.3167 -0.7549 -1.2497
H 0.2377 -2.4531 1.7257
H 0.7969 0.6680 1.7041
C 2.2030 0.2005 -0.7474
H 1.6873 -0.7271 -0.3358
H 3.0956 0.5237 -0.1896
H 1.5977 1.1118 -0.8971
H 2.5864 -0.0589 -1.7308
```

(13)
DFT (the ωB97M-V functional and the def2-TZVPD basis) results for the molecule C5H11N.

## Properties
Structure (SMILES): C[C@H]1CCCN1
Total charge: 0
E_tot (hartree): -251.84648
Gap between HOMO and LUMO (eV): 9.9214
Energy relative to the best compared isomer or geometry (same formula, charge and spin) (eV): 0.437
HOMO level (Eh): -0.3224

```
17
C5H11N, DFT the ωB97M-V functional and the def2-TZVPD basis
C 1.6125 0.2691 1.0207
C 0.8333 -0.4983 -0.0573
C -0.5403 -1.0336 0.4349
C -1.3849 0.1840 0.2341
C -0.9766 0.6524 -1.1660
N 0.4958 0.4612 -1.1504
H 1.6485 -0.2542 1.9757
H 2.5792 0.6128 0.6677
H 1.0465 1.1869 1.1890
H 1.3776 -1.3951 -0.3669
H -0.4166 -1.4064 1.4502
H -0.9088 -1.7995 -0.2516
H -1.0671 0.9814 0.9170
H -2.4660 0.2293 0.3960
H -1.4615 0.0602 -1.9493
H -1.2346 1.6927 -1.3519
H 0.8631 0.0572 -1.9920
```

(14)
DFT (the ωB97M-V functional and the def2-TZVPD basis) results for the molecule C5H11N.

## Properties
Structure (SMILES): CC[C@H]1CN1C
Total charge: 0
E_tot (hartree): -251.73205
Gap between HOMO and LUMO (eV): 9.4465
Energy relative to the best compared isomer or geometry (same formula, charge and spin) (eV): 3.551
HOMO level (Eh): -0.3042

```
17
C5H11N, DFT the ωB97M-V functional and the def2-TZVPD basis
C -1.3466 -1.1408 1.3435
C -0.7838 -0.8812 -0.0114
C 0.7771 -0.5915 0.1727
C 1.7244 -0.3754 -0.9763
N 0.6029 0.4542 -0.8466
C 0.5656 1.7669 -0.3285
H -0.8675 -2.0317 1.7386
H -1.0931 -0.2861 1.9895
H -2.4324 -1.2221 1.3034
H -0.8844 -1.6583 -0.7677
H -1.4017 -0.0400 -0.4354
H 1.2508 -0.2526 1.1283
H 1.7524 -1.0563 -1.8214
H 2.6407 0.1814 -0.7822
H -0.3895 1.9100 0.2121
H 0.5900 2.4422 -1.1770
H 1.3866 1.9507 0.3781
```

| no. | largest force on an atom (eV/A) |
| --- | --- |
| 1 | 2.963 |
| 2 | 0.376 |
| 3 | 1.795 |
| 4 | 5.649 |
| 5 | 4.506 |
| 6 | 2.993 |
| 7 | 1.278 |
| 8 | 0.722 |
| 9 | 1.851 |
| 10 | 0.492 |
| 11 | 0.288 |
| 12 | 1.703 |
| 13 | 2.030 |
| 14 | 2.407 |